1.
C12H18S in the gas phase at a distorted geometry, computed with ωB97M-V with the def2-TZVPD basis set.

E_LUMO in eV: 0.8
E_HOMO in eV: -7.99
Relative energy (zero: lowest compared OMol25 entry of this formula, charge and spin) in kcal/mol: 45.7

```
! wB97M-V def2-TZVPD RIJCOSX def2/J DEFGRID3
* xyz 0 1
C 3.07622 2.31580 -0.47106
C 3.98598 1.28550 0.11512
C 1.88570 1.76917 -0.70951
C 1.79100 0.39273 -0.07885
C 3.33565 0.17478 0.43605
C 0.66109 -0.24992 -1.10790
C 1.25715 -0.62929 -2.41947
C -4.14046 0.11871 1.33477
C -0.55736 -0.45868 -0.76831
C -3.60045 -1.01863 0.45206
C -1.16112 -0.18169 0.62133
C -2.22218 -1.34810 1.04020
S 3.85531 -1.22936 1.29469
H 3.49181 3.24137 -0.93728
H 5.10998 1.45253 0.46997
H 0.96351 2.34018 -1.00153
H 1.17777 0.49148 0.85701
H 0.57494 -0.38903 -3.19735
H 1.45366 -1.68821 -2.47701
H 2.17741 -0.00519 -2.54524
H -3.46275 0.95861 1.27706
H -5.21965 0.33871 1.22118
H -4.28765 -0.25162 2.29628
H 5.07732 -0.96745 1.16632
H -1.27962 -0.90685 -1.47411
H -3.48168 -0.61676 -0.55987
H -4.29302 -1.91949 0.42077
H -1.68799 0.77301 0.51644
H -0.34036 -0.11821 1.49703
H -2.25964 -1.43566 2.15613
H -1.88057 -2.23840 0.57511
*
```


2.
A molecular structure, C12H19BF6N7O9S2Zn at a distorted geometry, computed with ωB97M-V with the def2-TZVPD basis set.

E_LUMO in eV: 2.3
E_HOMO in eV: -5.82

```
! wB97M-V def2-TZVPD RIJCOSX def2/J DEFGRID3
* xyz -1 1
Zn -1.41830 0.79514 -0.48545
F -2.91105 -1.11078 3.16025
C -1.63209 -1.17370 3.51374
F -1.49493 -2.14195 4.42107
F -1.30742 -0.01390 4.11507
S -0.50471 -1.36175 2.03874
O -1.01477 -0.22558 1.23549
O 0.81387 -1.18481 2.59162
N -1.01912 -2.82045 1.77248
S -3.16933 -1.36762 -0.23544
O -2.23533 -1.99211 -1.21261
O -3.25543 0.11295 -0.49297
C -4.79233 -1.80176 -1.15755
F -4.85431 -1.19880 -2.34591
F -4.90821 -3.13048 -1.37150
F -5.88083 -1.42802 -0.45162
B 0.28002 0.71534 -4.75276
C -0.42601 0.73979 -3.35612
N -0.91977 0.81119 -2.31874
H -0.55012 0.52801 -5.60847
H 0.82142 1.79133 -4.86770
H 1.11614 -0.17348 -4.75509
C 2.21589 -3.15412 -3.28386
N 1.58651 -2.97696 -1.99305
C 0.64363 -3.90052 -1.40594
C 0.27199 -3.10836 -0.18417
O -0.48995 -3.63001 0.71211
N 0.98753 -2.03142 -0.04325
C 1.70188 -1.90656 -1.19098
N 2.47349 -0.87239 -1.45180
H 1.82201 -4.05673 -3.74289
H 3.29836 -3.25733 -3.17438
H 2.00558 -2.30745 -3.93909
H 1.11047 -4.84950 -1.13031
H -0.22292 -4.07388 -2.04503
H 2.35024 -0.06522 -0.83491
H 2.70716 -0.66734 -2.41196
O 2.95410 0.87958 0.53870
C 1.81268 1.29081 0.72040
O 0.87056 1.36162 -0.14278
C 1.46121 1.86669 2.12077
N 0.24647 2.70691 1.94378
C 0.54834 4.08558 2.38291
C 2.05767 4.19070 2.18872
C 2.53893 2.81064 2.65407
H 1.28076 1.01259 2.76211
H -0.64185 2.32535 2.32213
H 0.06761 2.64965 0.92174
H 0.29263 4.18707 3.43774
H -0.03178 4.80120 1.80405
H 2.49255 5.00830 2.76105
H 2.29346 4.32916 1.13142
H 2.59050 2.76472 3.74398
H 3.50468 2.52709 2.24292
O -2.63464 2.19903 2.05448
N -2.85237 2.84450 1.03668
O -2.05076 2.64801 0.05813
*
```